# 1
Molecular formula: C21H22N2Pt
Method: DFT, ωB97M-V with the def2-TZVPD basis set

Values from the calculation:
**HOMO**: -7.63 eV
**Energy above the lowest of the compared OMol25 structures with the same formula, charge and spin**: 0.0000 eV
**F_max**: 0.012 hartree/bohr

```
46
Properties=species:S:1:pos:R:3:nbo_charge:R:1
Pt 0.389 0.266 0.274 0.63
C 2.475 0.756 -1.797 -0.43
N 2.397 0.681 -0.322 -0.39
C 3.504 -0.169 0.147 -0.41
C 2.669 2.045 0.247 -0.24
C 1.502 2.943 -0.008 -0.12
C 1.618 4.299 -0.262 -0.20
C 0.472 5.051 -0.499 -0.23
C -0.764 4.426 -0.505 -0.21
C -0.860 3.057 -0.264 -0.29
C 0.267 2.282 0.010 -0.22
H 3.492 1.027 -2.105 0.18
H 1.773 1.505 -2.156 0.23
H 2.211 -0.213 -2.215 0.22
H 4.453 0.325 -0.085 0.19
H 3.490 -1.123 -0.362 0.21
H 3.422 -0.326 1.220 0.22
H 3.608 2.421 -0.174 0.19
H 2.811 1.903 1.320 0.22
H 2.593 4.775 -0.280 0.20
H 0.549 6.113 -0.695 0.21
H -1.657 5.003 -0.716 0.21
H -1.844 2.595 -0.318 0.18
N -1.552 0.220 0.969 -0.76
C -2.501 -0.613 0.283 0.21
C -3.634 -0.053 -0.280 -0.25
C -4.530 -0.864 -0.959 -0.21
C -4.274 -2.223 -1.059 -0.21
C -3.129 -2.762 -0.494 -0.19
C -2.210 -1.967 0.194 -0.09
C -0.946 -2.538 0.735 -0.04
C -1.046 -3.827 1.269 -0.24
C 0.076 -4.570 1.583 -0.24
C 1.313 -4.022 1.290 -0.20
C 1.398 -2.723 0.806 -0.26
C 0.304 -1.873 0.578 -0.34
H -1.898 1.173 1.032 0.41
H -1.399 -0.119 1.917 0.42
H -3.814 1.012 -0.187 0.21
H -5.415 -0.435 -1.409 0.22
H -4.961 -2.866 -1.594 0.22
H -2.918 -3.817 -0.611 0.22
H -2.030 -4.253 1.430 0.21
H -0.015 -5.558 2.014 0.21
H 2.218 -4.595 1.451 0.20
H 2.390 -2.372 0.586 0.18
```



# 2
Molecular formula: C27H49N6O
Method: DFT, ωB97M-V with the def2-TZVPD basis set

Values from the calculation:
**HOMO**: -2.36 eV
**Energy above the lowest of the compared OMol25 structures with the same formula, charge and spin**: 3.2719 eV
**Charge**: -1
**F_max**: 0.073 hartree/bohr

```
83
Properties=species:S:1:pos:R:3:lowdin_charge:R:1
C -1.726 -0.591 -2.520 -0.14
C -2.990 -0.178 -1.829 -0.69
C -3.125 -0.688 -0.377 -0.12
O -3.155 1.233 -1.927 -0.42
H -0.834 -0.086 -2.150 0.06
H -1.774 -0.323 -3.575 0.05
H -1.593 -1.673 -2.491 0.04
H -3.810 -0.647 -2.374 0.09
H -2.767 -1.717 -0.345 0.03
H -4.155 -0.783 -0.031 0.05
H -2.571 -0.135 0.381 0.05
C -3.134 3.452 6.572 -0.12
C -3.570 3.259 5.108 -0.25
C -5.081 3.247 4.763 -0.16
C -5.992 2.614 5.794 -0.23
N -6.679 2.180 6.604 0.12
H -3.508 2.652 7.211 0.07
H -3.431 4.419 6.978 0.07
H -2.050 3.402 6.678 0.07
H -3.070 2.359 4.749 0.10
H -3.091 4.032 4.508 0.10
H -5.363 2.673 3.880 0.11
H -5.451 4.267 4.661 0.11
C 4.610 0.692 -1.913 -0.09
C 6.105 0.194 -1.842 -0.23
C 7.048 1.371 -1.347 -0.17
C 6.761 1.817 0.051 -0.26
N 6.578 2.196 1.109 0.13
H 4.550 1.615 -2.490 0.07
H 4.173 0.672 -0.915 0.07
H 4.133 -0.065 -2.535 0.07
H 6.371 -0.084 -2.862 0.09
H 6.285 -0.748 -1.324 0.10
H 6.746 2.273 -1.879 0.10
H 8.110 1.130 -1.294 0.11
C -0.068 -4.283 -7.766 -0.11
C 0.601 -3.080 -8.487 -0.25
C 1.326 -2.128 -7.511 -0.19
C 2.632 -2.617 -7.202 -0.25
N 3.642 -3.100 -6.883 0.13
H -0.713 -4.795 -8.480 0.07
H -0.655 -3.999 -6.892 0.08
H 0.709 -5.018 -7.556 0.07
H -0.301 -2.656 -8.927 0.10
H 1.123 -3.378 -9.396 0.11
H 0.838 -2.093 -6.537 0.12
H 1.264 -1.080 -7.804 0.12
C -4.035 -4.725 3.944 -0.11
C -3.767 -6.099 4.466 -0.27
C -4.942 -7.067 4.557 -0.20
C -5.737 -7.164 3.346 -0.25
N -6.417 -7.224 2.405 0.14
H -3.109 -4.319 3.537 0.08
H -4.285 -4.027 4.743 0.08
H -4.788 -4.843 3.166 0.08
H -3.248 -6.178 5.422 0.11
H -3.090 -6.410 3.670 0.11
H -5.662 -6.779 5.322 0.12
H -4.710 -8.095 4.834 0.12
C 2.837 7.292 -4.125 -0.12
C 2.455 5.856 -3.746 -0.23
C 1.150 5.727 -2.837 -0.18
C -0.123 6.050 -3.426 -0.26
N -1.158 6.252 -3.890 0.14
H 2.915 7.908 -3.229 0.07
H 2.145 7.849 -4.756 0.07
H 3.810 7.243 -4.614 0.07
H 3.251 5.480 -3.104 0.09
H 2.501 5.210 -4.623 0.10
H 1.181 6.366 -1.954 0.12
H 1.021 4.699 -2.500 0.12
C 2.073 -1.475 3.224 -0.10
C 1.901 -0.324 4.204 -0.29
C 2.407 -0.406 5.635 -0.18
C 3.922 -0.480 5.610 -0.22
N 5.051 -0.593 5.705 0.13
H 3.118 -1.786 3.220 0.07
H 1.763 -1.175 2.223 0.08
H 1.392 -2.265 3.540 0.07
H 0.822 -0.178 4.250 0.11
H 2.356 0.604 3.858 0.11
H 1.996 -1.233 6.213 0.11
H 2.054 0.504 6.121 0.11
```



# 3
Molecular formula: C28H33KN9O3PS2
Method: DFT, ωB97M-V with the def2-TZVPD basis set

Values from the calculation:
**HOMO (spin up / spin down)**: -1.19 / 0.72 eV
**Energy above the lowest of the compared OMol25 structures with the same formula, charge and spin**: 0.0000 eV
**Charge**: -2
**F_max**: 0.087 hartree/bohr

```
77
Properties=species:S:1:pos:R:3:lowdin_charge:R:1
K -0.643 0.277 1.463 0.55
N 5.406 -0.806 2.340 0.04
N 5.801 -1.256 1.056 -0.05
C 4.941 -1.457 0.025 -0.43
N 5.372 -1.540 -1.243 0.16
N 3.685 -1.506 0.488 0.15
N 2.690 -1.804 -0.474 -0.39
O 1.540 -1.378 -0.410 0.05
O 3.029 -2.593 -1.394 -0.03
H 5.374 -1.659 2.931 0.10
H 4.444 -0.483 2.142 0.08
H 6.739 -1.054 0.819 0.12
H 6.143 -0.926 -1.481 0.11
H 4.612 -1.807 -1.904 0.10
S -3.285 1.098 3.045 0.41
C -3.345 -0.313 3.902 -1.37
S -2.046 -1.376 3.892 0.37
C -4.498 -0.519 4.771 -0.43
C -5.392 0.534 4.934 -0.38
N -6.163 1.397 5.047 0.08
C -4.533 -1.647 5.630 -0.34
N -4.469 -2.606 6.269 0.07
H -2.270 -2.507 8.683 0.01
C -0.727 -7.152 -1.347 -0.32
P -0.442 -5.395 -1.074 0.95
C -1.901 -4.519 -1.732 -0.41
C -1.751 -3.188 -2.040 -0.12
C -2.801 -2.362 -2.451 -0.08
C -4.084 -2.839 -2.390 -0.12
C -4.344 -4.159 -2.073 -0.09
C -3.230 -5.033 -1.863 -0.08
C -0.761 -5.182 0.684 -0.40
C -1.861 -4.574 1.288 -0.07
C -2.098 -4.824 2.641 -0.10
C -1.347 -5.678 3.444 -0.08
C -0.164 -6.171 2.874 -0.10
C 0.152 -5.905 1.514 -0.12
H 0.288 -7.647 -1.292 0.04
H -1.176 -7.365 -2.342 0.05
H -1.296 -7.530 -0.532 0.02
H -0.753 -2.739 -2.037 0.10
H -2.639 -1.336 -2.743 0.10
H -4.907 -2.213 -2.705 0.10
H -5.371 -4.532 -1.902 0.11
H -3.465 -6.087 -1.760 0.09
H -2.611 -4.008 0.737 0.11
H -2.979 -4.312 3.050 0.10
H -1.679 -5.927 4.442 0.10
H 0.509 -6.744 3.473 0.08
H 1.136 -6.310 1.157 0.10
C 1.329 8.693 -1.951 -0.11
C 0.557 7.404 -2.117 -0.22
N 1.397 6.259 -2.557 -0.09
C 1.991 6.365 -3.930 -0.23
C 1.081 5.863 -5.030 -0.11
C 1.258 4.942 -2.089 -0.43
O 1.641 3.951 -2.727 -0.07
C 0.878 4.616 -0.611 -0.13
C 0.683 5.470 0.520 -0.11
C 0.327 4.895 1.725 -0.13
C 0.355 3.511 1.859 -0.25
N 0.612 2.716 0.820 -0.08
C 0.838 3.209 -0.370 -0.15
H 2.404 8.598 -2.112 0.07
H 1.246 9.131 -0.951 0.06
H 0.985 9.486 -2.635 0.06
H -0.243 7.459 -2.907 0.12
H 0.065 7.109 -1.202 0.08
H 2.967 5.857 -3.940 0.11
H 2.171 7.434 -4.035 0.09
H 0.738 4.805 -4.850 0.08
H 1.666 5.833 -5.955 0.06
H 0.157 6.458 -5.189 0.07
H 0.799 6.543 0.405 0.07
H 0.125 5.476 2.636 0.09
H 0.058 3.052 2.840 0.09
H 1.084 2.525 -1.199 0.10
```



# 4
Molecular formula: C6H13NO
Method: DFT, ωB97M-V with the def2-TZVPD basis set

Values from the calculation:
**HOMO (spin up / spin down)**: -14.28 / -14.28 eV
**Energy above the lowest of the compared OMol25 structures with the same formula, charge and spin**: 1.1624 eV
**Charge**: +1
**2S+1**: 2
**F_max**: 0.063 hartree/bohr
**⟨S²⟩**: 0.76

```
21
Properties=species:S:1:pos:R:3:mulliken_spin:R:1
C -1.086 -3.038 0.785 0.03
C -0.872 -1.590 1.256 -0.02
N -0.074 1.261 1.078 0.27
C -0.758 0.668 0.097 0.25
C -1.260 -0.616 0.194 0.37
C -0.145 1.823 -2.031 0.01
C -1.036 1.517 -1.121 0.01
H -1.501 -3.687 1.557 0.00
H -1.843 -3.097 0.004 0.00
H -0.221 -3.552 0.369 0.00
H 0.157 -1.431 1.558 0.02
H -1.579 -1.420 2.084 0.05
H 0.330 0.614 1.728 -0.01
H 0.203 2.218 1.038 -0.01
H -1.674 -1.025 -0.716 0.02
H -0.379 2.282 -2.994 0.00
H 0.914 1.643 -2.221 0.00
H -2.097 1.725 -1.179 0.01
H 4.061 2.482 -0.037 0.00
H 4.233 1.432 -1.115 0.00
O 4.627 1.791 -0.336 0.00
```